DFT (the ωB97M-V functional and the def2-TZVPD basis) results for a 9-piece molecular cluster, C32H64O14 overall at a distorted geometry.

Results
Total charge: 0
Energy relative to the best compared isomer or geometry (same formula, charge and spin) (kcal per mole): 304.65
Kohn-Sham gap (eV): 9.8242

Geometry as XYZ:
```
110
Properties=species:S:1:pos:R:3:forces:R:3
O 5.90525 -1.42277 1.22543 -0.091 -0.830 0.085
C 4.88104 -0.83582 1.01887 0.458 -0.743 -1.437
O 4.04507 -1.07359 -0.03446 -0.728 -1.310 0.081
C 4.34707 -2.24750 -0.88605 -2.960 -1.188 1.318
C 3.30838 -2.49254 -1.98654 -0.464 1.459 -3.227
C 4.54756 0.43411 1.61464 0.203 3.052 2.956
H 4.31603 -3.22648 -0.31232 0.836 1.496 -0.102
H 5.23630 -1.95366 -1.30603 2.409 -0.330 -1.002
H 3.28516 -1.67394 -2.83634 0.337 -1.345 1.725
H 2.24320 -2.58344 -1.77703 0.050 0.182 1.037
H 3.44925 -3.43720 -2.59717 0.661 0.916 1.000
H 5.04058 0.74753 2.58533 0.255 -1.329 -1.018
H 3.53880 0.70559 1.92291 -0.454 -0.364 -1.179
H 5.00189 1.14774 0.92928 -0.568 0.392 -0.275
O 0.31182 1.89390 1.26333 -2.732 -2.670 -1.038
C -0.79422 1.32611 0.99127 4.685 3.127 0.884
O -0.94312 0.08593 0.61045 -0.904 -0.824 -0.424
C 0.14562 -0.76038 0.38872 4.925 0.018 -2.575
C -0.31761 -2.10264 -0.27010 -3.949 4.691 5.802
C -1.98731 2.15963 1.02526 -2.708 0.533 5.953
H 0.76169 -0.91771 1.33817 -0.922 0.276 -1.251
H 0.99715 -0.27799 -0.49033 -2.482 -0.774 2.799
H 0.44339 -2.68788 -0.41572 4.128 -3.407 -0.942
H -0.88284 -1.83082 -1.07942 -1.375 0.162 -2.286
H -0.97824 -2.41670 0.58858 0.275 -0.802 -1.355
H -2.94414 1.54178 1.51226 2.319 1.635 -1.855
H -2.17380 2.66326 0.11746 -0.482 0.353 -1.038
H -1.75710 3.01363 1.92508 -0.697 -2.268 -2.803
O -2.18047 -3.08719 -3.69377 -0.179 1.365 -1.348
C -1.94880 -3.96948 -2.91720 -3.438 1.503 0.747
O -0.82266 -4.52284 -2.79099 4.396 -2.514 -0.038
C 0.23443 -4.17014 -3.75045 -0.309 -4.742 0.764
C 1.42597 -5.15875 -3.80806 -0.328 3.426 0.510
C -2.96491 -4.50054 -1.90692 0.180 3.553 -0.689
H 0.42123 -3.21430 -3.61242 1.547 4.408 0.822
H -0.10284 -4.29426 -4.70178 -1.974 0.167 -2.656
H 1.89067 -5.09926 -2.85397 1.004 -0.399 0.637
H 2.06249 -4.73010 -4.62176 -0.242 -0.559 0.777
H 1.09894 -6.11839 -4.02803 -0.547 -1.778 -0.454
H -3.90061 -4.58102 -2.49902 0.420 -0.202 0.828
H -3.07851 -3.53253 -1.12915 0.296 -3.336 -1.544
H -2.43807 -5.40905 -1.70725 -0.786 -0.749 1.712
O -1.67677 -4.98674 1.36857 1.374 -0.466 -0.720
C -0.56166 -4.96264 1.85286 -0.659 -0.485 -0.104
O 0.56962 -5.58753 1.34632 -1.198 1.438 3.243
C 0.52556 -6.24316 0.11008 4.411 2.523 1.416
C 1.97228 -6.58858 -0.22109 -0.099 -0.091 3.238
C -0.43379 -4.29630 3.22255 -0.658 -3.251 -0.848
H 0.01120 -5.57510 -0.43377 -1.645 1.680 -3.237
H 0.17991 -7.15197 0.15730 -3.286 -4.638 0.505
H 2.69580 -5.80178 -0.18326 0.292 0.705 0.481
H 1.97854 -6.89388 -1.17505 0.148 -1.595 -3.643
H 2.28065 -7.46025 0.45480 -0.233 1.345 -0.925
H -1.31291 -3.66758 3.27629 0.151 0.071 0.585
H 0.49382 -3.85777 3.34289 1.758 1.285 0.392
H -0.43688 -5.22023 3.89739 -0.357 1.502 -0.409
O 1.84634 6.05736 7.22880 -3.339 -0.727 -0.113
C 0.64826 5.67346 7.15529 4.732 0.851 0.752
O 0.26704 4.82290 6.23962 -3.344 -0.430 0.855
C 1.08332 4.24982 5.26979 -3.215 -7.105 2.721
C 0.26136 3.32214 4.31471 -1.159 -1.825 2.045
C -0.43720 6.04376 8.11017 -0.718 4.958 -1.233
H 1.83523 3.69754 5.78146 0.925 -0.432 0.135
H 1.40552 4.97163 4.80343 4.164 7.175 -5.147
H 0.96908 2.70645 3.62895 -1.387 1.684 0.677
H -0.67516 3.94144 3.84214 2.451 -1.976 0.972
H -0.11102 2.39098 5.09444 0.367 2.658 -2.292
H -0.24017 6.98099 8.76296 0.453 -1.744 -1.121
H -0.80719 5.32185 8.72587 -0.634 -2.425 1.477
H -1.32027 6.41841 7.51412 0.734 -0.672 0.314
C -4.29221 -0.11796 -3.08884 0.375 -0.558 -1.857
C -4.78777 -0.86188 -1.90800 -2.512 -4.085 0.329
O -5.63127 -1.80778 -2.13674 3.162 3.543 1.617
C -4.31445 -0.41577 -0.47778 -3.339 4.472 -6.289
H -4.43732 0.96628 -2.95377 0.319 -0.340 -0.203
H -4.98069 -0.50913 -3.89869 1.103 0.757 0.542
H -3.19874 -0.38518 -3.37690 -1.773 0.518 0.685
H -4.98576 -0.83892 0.20148 -1.708 0.760 1.378
H -4.06753 0.77516 -0.89391 -1.120 -2.961 2.830
H -3.47148 -0.82237 -0.23018 5.523 -2.216 0.940
C 0.08523 -0.45535 -4.36656 3.112 3.189 1.719
C 0.87574 -1.09775 -5.40033 4.735 -3.371 1.505
O 1.93516 -1.74700 -5.09907 -3.051 1.960 -0.702
C 0.44572 -1.06374 -6.78594 1.810 -1.445 -0.886
H 0.11674 0.69532 -4.43062 -0.085 -1.762 0.097
H 0.29055 -0.81173 -3.35408 0.981 0.375 -0.061
H -0.83475 -0.78855 -4.43213 -5.181 -1.153 -0.976
H 0.41200 -0.04681 -6.99047 0.003 2.146 -1.052
H -0.56301 -1.38938 -6.88147 -0.740 -0.715 -0.311
H 1.25231 -1.59146 -7.40891 -1.644 0.723 0.707
C 0.34006 3.25623 -2.47003 1.580 -3.014 0.230
C 1.74558 3.79361 -2.59293 3.006 0.509 -7.615
O 2.14100 4.40600 -3.76857 -2.480 -3.041 7.149
C 2.76714 3.29269 -1.61872 0.324 0.373 1.688
H -0.10389 3.31060 -3.45324 -0.725 0.661 0.236
H 0.03408 3.82891 -1.62525 -1.628 0.318 0.463
H 0.29302 2.03828 -2.16118 0.504 3.400 -0.555
H 2.42186 3.63481 -0.58128 0.604 -0.359 -1.136
H 3.79382 3.71838 -1.83622 -1.282 -0.704 0.237
H 2.75152 2.14475 -1.50237 0.057 1.751 -0.589
C -3.54218 6.94103 2.15117 13.159 -1.750 -2.091
C -2.58883 6.31098 3.14622 0.475 -4.155 1.758
O -2.58867 5.02970 3.36183 0.028 5.588 -1.202
C -1.66507 7.25196 4.02463 -2.909 -5.079 1.795
H -3.03050 7.86634 1.80907 0.132 -0.424 -0.138
H -4.27280 7.30372 2.47489 -11.701 4.553 5.328
H -3.60653 6.34641 1.35812 -0.919 -2.585 -3.153
H -0.94045 7.73604 3.52970 2.428 1.874 -2.232
H -1.12549 6.44269 4.71108 -1.427 2.245 -0.735
H -2.40636 7.96532 4.42359 0.711 -0.258 0.629
```
Forces are in eV/Å.